Entry from OMol25: a molecular structure, C9H10Cl3FeNO2 at a distorted geometry (ωB97M-V/def2-TZVPD).

XYZ file:
```
26
Properties=species:S:1:pos:R:3:forces:R:3
C -2.041 -1.138 -1.386 0.116 -0.129 1.539
C -2.595 -0.107 -0.548 0.543 -1.258 0.233
C -2.206 -0.362 0.816 0.301 -1.221 -0.986
C -1.402 -1.563 0.834 -0.802 0.338 -1.412
C -1.289 -2.048 -0.538 -0.720 1.296 0.594
Fe -0.082 -0.086 -0.423 -2.258 -0.324 1.044
N 0.749 0.063 -2.006 -1.113 -0.323 0.467
C 0.529 1.565 -1.917 1.075 0.877 -0.824
C -0.679 2.165 -1.166 0.751 -1.695 0.369
H -2.514 0.204 1.687 0.164 0.008 -0.152
H -3.216 0.715 -0.893 0.185 -0.178 0.122
H -0.915 -2.002 1.695 -0.214 0.146 -0.231
H -0.660 -2.875 -0.869 -0.370 0.188 0.116
H -2.092 -1.172 -2.471 0.033 0.016 0.316
H -1.652 2.200 -1.655 0.393 -0.026 0.118
H 0.389 1.802 -2.954 0.195 0.896 -0.599
H 1.417 -0.571 -2.411 0.607 1.288 -0.600
H -0.599 2.624 -0.166 0.247 -0.187 -0.757
H 1.421 2.045 -1.483 -0.065 0.038 -0.403
Cl 3.388 -0.948 3.982 0.121 0.295 -0.091
C 3.010 -0.065 2.493 -0.562 -0.204 -0.280
Cl 3.024 1.702 2.774 0.196 -0.383 0.081
Cl 4.188 -0.502 1.231 0.147 0.139 0.124
C 1.553 -0.500 1.919 1.433 1.233 0.667
O 1.012 -1.397 2.507 -0.422 -0.546 0.007
O 1.264 0.254 0.949 0.018 -0.283 0.540
```
Forces are in eV/Å.

- charge = -1
- maximum force (hartree/bohr) = 0.0488
- electronic energy (a.u.) = -3198.4103
- LUMO level (alpha / beta) (eV) = 2.93 / 2.93
- frontier orbital gap (alpha / beta) (eV) = 6.54 / 6.90
- multiplicity = 6

***

Entry from OMol25: a gas-phase ion, C5H10NO (charge -1) at a distorted geometry (ωB97M-V/def2-TZVPD).

XYZ file:
```
17
Properties=species:S:1:pos:R:3:forces:R:3
C -1.836 -0.036 -1.635 0.938 1.789 -0.320
O -1.941 -0.743 -2.754 -0.817 -0.374 0.298
C -0.365 -0.035 -1.146 1.131 0.055 0.029
C -0.082 0.518 0.279 0.002 -1.347 -1.569
C 1.406 0.169 0.573 -0.401 -0.274 -0.427
C 1.188 -0.183 2.868 0.239 -2.353 -1.038
N 1.737 0.487 1.955 -1.896 2.062 0.374
H -2.096 1.081 -1.748 0.219 -0.152 -0.279
H -2.473 -0.170 -0.707 -0.089 -1.124 -0.182
H 0.350 0.429 -1.848 -0.687 0.623 -0.201
H 0.030 -1.054 -1.263 -0.554 -0.361 0.539
H -0.705 -0.159 0.872 -0.030 0.673 0.699
H -0.404 1.558 0.254 0.237 0.074 0.706
H 2.025 0.717 -0.130 0.320 -0.023 0.129
H 1.336 -0.883 0.262 0.938 -0.283 0.581
H 1.174 -1.293 2.749 -0.737 0.118 -0.217
H 0.529 0.129 3.673 1.187 0.898 0.880
```
Forces are in eV/Å.

- charge = -1
- maximum force (hartree/bohr) = 0.0550
- electronic energy (a.u.) = -326.3951
- LUMO level (eV) = 3.54
- frontier orbital gap (eV) = 5.80
- multiplicity = 1

***

Entry from OMol25: 2 unconnected molecules or ions with the total composition C4H12NO3 at a distorted geometry (ωB97M-V/def2-TZVPD).

XYZ file:
```
20
Properties=species:S:1:pos:R:3:forces:R:3
C 1.130 -0.319 0.507 -0.082 0.105 -0.905
O 1.703 -1.366 -0.142 -0.156 -0.796 -0.011
C -0.189 0.145 -0.274 0.433 -0.413 -0.894
C -1.269 0.900 0.471 0.839 0.707 1.117
C -2.417 1.423 -0.379 -0.323 -0.698 -0.523
O -2.851 2.722 0.016 -0.309 0.351 0.490
N -0.753 -1.041 -0.942 0.493 -0.354 -1.318
H 0.821 -0.578 1.556 0.244 0.463 -0.122
H 1.882 0.501 0.414 -0.662 0.433 0.971
H 0.146 0.818 -1.124 -0.177 -0.623 0.763
H -1.562 0.283 1.333 -0.544 -0.139 -0.271
H -0.872 1.805 0.985 0.365 -0.387 -0.479
H -2.107 1.581 -1.442 -0.233 -0.579 0.861
H -3.261 0.687 -0.308 0.457 0.657 -0.442
H -2.841 2.790 0.981 0.014 -0.180 -0.308
H -1.374 -1.694 -0.469 0.223 0.691 0.713
H 0.098 -1.604 -1.188 -0.650 0.527 0.438
H 3.031 -2.031 0.407 0.916 0.715 -0.463
H 4.533 -1.628 -0.046 -0.411 0.159 -0.163
O 4.048 -2.193 0.555 -0.438 -0.639 0.544
```
Forces are in eV/Å.

- charge = -1
- maximum force (hartree/bohr) = 0.0305
- electronic energy (a.u.) = -440.0730
- LUMO level (eV) = 3.29
- frontier orbital gap (eV) = 6.78
- multiplicity = 1

***

Entry from OMol25: a single C20H23N3O3 molecule (ωB97M-V/def2-TZVPD).

XYZ file:
```
49
Properties=species:S:1:pos:R:3:forces:R:3
C -6.464 -1.231 -1.501 0.031 0.006 -0.027
C -5.504 -0.358 -0.751 -0.072 0.166 0.085
C -5.900 0.866 -0.241 0.028 -0.124 -0.056
C -5.003 1.682 0.441 0.142 -0.072 0.000
C -3.699 1.254 0.603 0.056 -0.100 -0.017
C -3.286 0.022 0.099 -0.150 0.183 -0.014
C -4.190 -0.782 -0.575 0.335 -0.105 0.037
H -3.900 -1.740 -0.978 0.069 -0.114 -0.012
O -1.961 -0.271 0.307 -0.140 0.106 -0.015
C -1.479 -1.581 0.073 0.023 -0.676 0.067
C -1.942 -2.565 1.147 0.033 0.222 -0.236
H -1.440 -3.516 0.994 0.002 -0.056 0.001
H -3.019 -2.708 1.105 -0.056 -0.011 0.007
H -1.678 -2.178 2.129 0.031 0.018 0.090
C 0.062 -1.553 0.042 -0.469 0.364 -0.081
O 0.696 -2.586 0.020 0.081 -0.255 0.003
N 0.572 -0.304 0.014 -0.332 0.399 0.025
C 1.909 0.103 -0.052 0.365 0.176 -0.071
C 2.959 -0.804 0.084 0.231 -0.088 0.015
C 4.241 -0.299 0.004 -0.370 0.587 -0.080
C 4.489 1.069 -0.212 -0.496 -0.257 0.043
C 3.444 1.964 -0.342 0.325 -0.171 0.042
C 2.156 1.463 -0.257 -0.208 -0.234 0.030
H 1.318 2.138 -0.354 -0.101 0.070 -0.024
H 3.619 3.015 -0.505 0.017 0.125 -0.016
N 5.856 1.232 -0.244 0.043 -0.108 0.018
C 6.470 0.011 -0.050 0.253 0.056 -0.007
O 7.663 -0.199 -0.019 0.380 -0.094 0.013
N 5.463 -0.921 0.101 -0.050 0.070 -0.023
C 5.699 -2.318 0.333 0.075 -0.158 0.026
H 6.778 -2.465 0.355 -0.085 -0.025 0.002
H 5.262 -2.919 -0.466 0.025 -0.011 0.025
H 5.268 -2.625 1.288 0.025 -0.020 -0.024
C 6.576 2.457 -0.451 0.106 0.084 -0.016
H 7.638 2.217 -0.414 -0.068 0.059 -0.008
H 6.333 2.887 -1.425 0.027 0.011 0.026
H 6.338 3.181 0.331 0.027 0.002 -0.024
H 2.763 -1.850 0.239 -0.017 -0.089 0.009
H -0.115 0.441 0.027 0.086 -0.228 0.023
H -1.792 -1.936 -0.921 0.080 0.116 0.124
H -2.978 1.862 1.128 0.083 0.081 0.085
C -5.456 3.002 0.988 0.005 -0.005 -0.025
H -4.665 3.479 1.561 0.015 0.078 0.049
H -6.323 2.868 1.632 -0.045 0.053 0.056
H -5.745 3.668 0.175 -0.024 0.088 -0.004
H -6.921 1.195 -0.370 -0.147 0.019 -0.022
H -7.479 -0.851 -1.423 -0.078 -0.017 -0.020
H -6.440 -2.249 -1.116 -0.048 -0.077 -0.007
H -6.191 -1.269 -2.556 -0.043 -0.042 -0.071
```
Forces are in eV/Å.

- maximum force (hartree/bohr) = 0.0136
- electronic energy (a.u.) = -1165.9881
- LUMO level (eV) = 0.65
- frontier orbital gap (eV) = 8.28
- multiplicity = 1

***

Q: Which of these has the lowest electronic energy?
A: C9H10Cl3FeNO2

***

Q: multiplicity of number 1 (C9H10Cl3FeNO2)?
A: 6